(1)
C13H33ClIN3P3Tl | ωB97M-V with the def2-TZVPD basis set

Geometry as ORCA input:
```
! wB97M-V def2-TZVPD RIJCOSX def2/J DEFGRID3
* xyz 2 1
C -1.046 -0.499 -0.313
I 1.904 -0.414 -0.148
H -2.144 -0.541 -0.316
H -0.733 0.265 -1.040
H -0.681 -1.483 -0.658
Tl 0.656 0.836 -4.828
P 0.537 2.410 -2.070
C 0.511 3.426 -0.526
C 2.319 2.701 -2.487
H 2.486 3.768 -2.693
H 0.302 4.630 -3.071
H 2.635 2.106 -3.356
H -0.172 3.354 -4.233
H 1.226 3.026 0.204
H 2.923 2.380 -1.630
C -0.213 3.670 -3.182
H 0.774 4.464 -0.774
H -1.268 3.786 -2.907
H -0.496 3.408 -0.087
P 0.641 -2.793 -2.163
C 0.459 -3.852 -0.656
C -0.361 -3.788 -3.339
H 2.586 -2.738 -3.569
H 2.333 -4.391 -2.877
H 3.035 -3.068 -1.864
C 2.332 -3.315 -2.666
H -0.246 -3.342 -4.337
H -0.002 -4.825 -3.333
H 0.532 -4.910 -0.950
H -0.521 -3.669 -0.191
H -1.417 -3.747 -3.037
H 1.250 -3.603 0.066
Cl 2.312 -1.025 -5.444
C -0.381 -0.199 4.570
N 0.012 1.077 3.938
C -1.196 1.907 3.755
N -2.245 1.202 2.993
C -2.557 -0.129 3.560
N -1.350 -0.965 3.750
C -0.794 -1.457 2.494
P -0.424 -0.007 1.374
C 0.730 0.873 2.686
C -1.935 1.125 1.595
H -0.879 0.044 5.528
H 0.516 -0.806 4.735
H -0.909 2.826 3.224
H -1.599 2.132 4.758
H -3.264 -0.644 2.896
H -3.005 0.029 4.555
H 0.160 -1.981 2.673
H -1.502 -2.166 2.036
H 1.069 1.826 2.260
H 1.590 0.215 2.864
H -2.823 0.767 1.055
H -1.667 2.102 1.174
*
```

Results
F_max ... 3.9 eV/Å
Calculated total energy ... -2633.16851 hartree
HOMO-LUMO gap (alpha / beta) ... 3.70 / 4.29 eV
Highest occupied orbital energy (alpha / beta) ... -13.6 / -13.6 eV
LUMO level (alpha / beta) ... -0.3631 / -0.3416 hartree

(2)
C15H22N4O | ωB97M-V with the def2-TZVPD basis set

Geometry as ORCA input:
```
! wB97M-V def2-TZVPD RIJCOSX def2/J DEFGRID3
* xyz 0 1
O 3.572 -3.275 -0.003
N 0.127 0.830 2.224
C 2.463 -2.848 0.162
C -0.539 0.348 1.187
C 0.035 -0.822 0.580
C 1.201 -0.976 1.257
N 1.235 -0.018 2.256
N 2.379 -1.712 0.956
N -2.395 0.740 -0.531
C 1.257 -3.642 -0.168
C -3.537 -0.198 -0.506
C -1.834 0.973 0.804
C 2.306 0.340 3.122
C 3.612 -1.064 1.563
C 3.401 -0.770 3.082
C -1.963 3.073 -3.366
C -0.797 1.237 -2.903
C -2.343 1.886 -1.457
C -2.267 1.580 -2.962
C -1.138 2.530 -2.103
H -0.326 -1.437 -0.249
H 0.480 -3.489 0.559
H 0.904 -3.299 -1.147
H 1.340 -4.702 -0.173
H -3.974 -0.565 -1.476
H -4.374 0.374 0.072
H -3.207 -1.070 0.031
H -1.723 2.048 0.766
H -2.550 0.766 1.583
H 2.856 1.284 2.759
H 1.977 0.586 4.107
H 3.805 -0.249 0.979
H 4.419 -1.818 1.658
H 2.930 -1.622 3.591
H 4.336 -0.474 3.632
H -1.457 3.290 -4.296
H -2.804 3.781 -3.150
H -0.252 1.301 -3.812
H -0.609 0.231 -2.466
H -3.059 2.617 -1.160
H -3.050 1.005 -3.438
H -0.435 3.228 -1.564
*
```

Results
F_max ... 5.2 eV/Å
Calculated total energy ... -878.86280 hartree
HOMO-LUMO gap ... 8.99 eV
Highest occupied orbital energy ... -8.2 eV
LUMO level ... 0.0284 hartree

(3)
C12H9AsI2IrN3O3S4 | ωB97M-V with the def2-TZVPD basis set

Geometry as ORCA input:
```
! wB97M-V def2-TZVPD RIJCOSX def2/J DEFGRID3
* xyz -2 1
Ir 0.166 -0.143 -1.312
C -1.072 -2.920 3.559
C -1.574 -2.947 2.267
C -1.202 -1.982 1.350
C -0.310 -0.971 1.704
C 0.150 -0.920 3.030
C -0.224 -1.887 3.938
N 0.100 -0.001 0.779
N 0.483 1.104 1.282
C 0.778 2.067 0.380
C 1.115 3.363 0.801
C 1.339 4.350 -0.133
C 1.252 4.061 -1.494
C 0.930 2.778 -1.923
C 0.683 1.780 -1.000
H -1.337 -3.696 4.266
H -2.270 -3.716 1.963
H -1.662 -1.993 0.371
H 0.806 -0.109 3.308
H 0.159 -1.849 4.950
H 1.188 3.566 1.862
H 1.582 5.353 0.195
H 1.430 4.839 -2.227
H 0.874 2.576 -2.986
S -4.368 -0.236 -3.687
As -3.117 -0.962 -2.153
S -2.442 0.570 -0.774
S -1.169 -1.434 -3.157
S -3.917 -2.682 -1.223
O 1.258 0.136 -3.317
N 2.473 -0.032 -2.978
O 3.368 0.084 -3.803
O 2.682 -0.312 -1.781
I 0.082 -2.919 -1.754
I 1.764 -4.918 -0.304
*
```

Results
F_max ... 3.7 eV/Å
Calculated total energy ... -5380.92686 hartree
HOMO-LUMO gap ... 5.65 eV
Highest occupied orbital energy ... -2.2 eV
LUMO level ... 0.1268 hartree

(4)
C23H56BrClF3N2O7P2 | ωB97M-V with the def2-TZVPD basis set

Geometry as ORCA input:
```
! wB97M-V def2-TZVPD RIJCOSX def2/J DEFGRID3
* xyz 1 1
C 0.029 2.727 3.146
C 0.153 2.396 1.657
C 0.390 0.896 1.429
C 0.006 0.206 0.108
O 0.831 -0.899 -0.105
C -0.111 1.106 -1.132
C 1.274 1.529 -1.610
F 2.059 1.949 -0.604
F 1.166 2.539 -2.490
F 1.932 0.532 -2.224
C -0.902 0.502 -2.327
C -2.146 1.346 -2.712
C -2.119 1.874 -4.163
C -2.460 3.357 -4.320
Cl -3.222 0.861 -5.175
C -1.214 -1.005 -2.182
C -1.752 -1.487 -0.809
P -1.054 -3.131 -0.286
N -1.248 -3.468 1.241
P -3.704 -1.529 -1.016
O -4.237 -2.460 0.213
Br -3.877 -3.090 -2.557
N -1.371 -0.493 0.296
C -2.435 0.518 0.617
H 0.595 2.025 3.766
H -1.015 2.713 3.466
H 0.408 3.729 3.349
H -0.761 2.740 1.157
H 0.971 2.966 1.212
H -0.117 0.354 2.242
H 1.448 0.652 1.519
H 1.735 -0.704 0.199
H -0.591 2.039 -0.823
H -0.231 0.527 -3.189
H -3.047 0.733 -2.606
H -2.274 2.197 -2.036
H -1.141 1.669 -4.602
H -2.304 3.892 -3.380
H -3.498 3.491 -4.625
H -1.830 3.825 -5.078
H -0.303 -1.568 -2.413
H -1.936 -1.256 -2.962
H 0.278 -3.106 -0.681
H -1.618 -4.008 -1.205
H -1.848 -2.895 1.819
H -4.020 -2.198 1.117
H -1.230 -1.069 1.137
H -2.850 0.914 -0.305
H -1.992 1.309 1.213
H -3.222 0.039 1.201
C 5.581 -0.959 2.207
C 4.210 -1.139 1.593
O 3.482 0.103 1.538
H 5.500 -0.547 3.213
H 6.098 -1.917 2.265
H 6.196 -0.284 1.608
H 3.588 -1.804 2.187
H 4.283 -1.572 0.592
H 4.008 0.736 1.034
C 1.327 -5.764 1.791
C 1.987 -4.481 2.251
O 1.531 -3.359 1.494
H 1.545 -5.942 0.737
H 1.676 -6.621 2.369
H 0.244 -5.686 1.902
H 3.069 -4.522 2.121
H 1.788 -4.319 3.316
H 0.563 -3.351 1.585
C -3.261 6.647 3.638
C -2.565 5.917 2.510
O -2.670 4.494 2.635
H -2.851 6.341 4.601
H -3.135 7.725 3.533
H -4.332 6.435 3.638
H -1.495 6.122 2.516
H -2.959 6.239 1.541
H -3.607 4.269 2.629
C 4.183 5.563 -2.992
C 4.531 4.699 -1.797
O 3.484 4.654 -0.830
H 3.948 6.578 -2.671
H 5.013 5.604 -3.697
H 3.314 5.161 -3.521
H 5.392 5.103 -1.267
H 4.791 3.685 -2.125
H 2.701 4.302 -1.265
C -1.685 -8.844 -0.799
C -0.951 -7.632 -0.265
O -1.252 -6.438 -0.993
H -1.455 -8.999 -1.853
H -1.400 -9.739 -0.245
H -2.766 -8.719 -0.699
H 0.126 -7.749 -0.371
H -1.167 -7.485 0.797
H -2.203 -6.291 -0.935
*
```

Results
F_max ... 0.7 eV/Å
Calculated total energy ... -5562.39946 hartree
HOMO-LUMO gap ... 9.30 eV
Highest occupied orbital energy ... -12.0 eV
LUMO level ... -0.0996 hartree

(5)
C29H35N5O4 | ωB97M-V with the def2-TZVPD basis set

Geometry as ORCA input:
```
! wB97M-V def2-TZVPD RIJCOSX def2/J DEFGRID3
* xyz 0 1
C -2.718 -2.742 2.472
C -1.347 -2.161 2.172
C -0.506 -2.007 3.427
N -1.499 -0.844 1.519
N -1.596 0.276 2.221
N -1.761 1.214 1.334
C -1.871 2.642 1.692
C -0.587 3.097 2.362
C -3.092 2.851 2.568
C -1.803 0.752 -0.008
C -1.980 1.569 -1.214
C -3.267 1.877 -1.697
C -3.430 2.690 -2.792
C -2.325 3.222 -3.435
C -1.050 2.936 -2.979
C -0.873 2.124 -1.886
C -1.636 -0.647 0.122
C -1.618 -1.573 -0.876
H -2.640 -3.707 2.974
H -3.272 -2.067 3.124
H -3.306 -2.872 1.562
H -0.815 -2.812 1.463
H -0.348 -2.965 3.925
H 0.467 -1.569 3.199
H -1.004 -1.339 4.129
H -2.001 3.192 0.748
H -0.633 4.155 2.626
H -0.420 2.526 3.276
H 0.277 2.937 1.714
H -3.207 3.902 2.838
H -4.002 2.519 2.064
H -2.996 2.272 3.486
H -4.123 1.469 -1.190
H -4.420 2.924 -3.145
H -2.459 3.874 -4.282
H -0.195 3.362 -3.477
H 0.117 1.907 -1.524
H -1.735 -1.269 -1.896
H -1.467 -2.613 -0.672
C -9.822 -5.372 1.541
O -9.040 -4.220 1.354
C -7.816 -4.439 0.735
C -7.036 -3.318 0.423
C -5.831 -3.440 -0.212
C -5.352 -4.697 -0.600
C -4.127 -4.815 -1.387
C -3.999 -5.475 -2.566
C -2.673 -5.571 -3.171
O -1.714 -5.020 -2.660
N -2.537 -6.327 -4.338
C -1.234 -6.435 -4.935
C -3.594 -7.007 -4.946
O -3.407 -7.721 -5.913
N -4.870 -6.834 -4.410
C -5.973 -7.513 -5.036
C -5.139 -6.045 -3.288
O -6.293 -5.864 -2.949
C -6.116 -5.823 -0.258
C -7.310 -5.700 0.394
H -10.763 -5.075 2.006
H -10.031 -5.833 0.575
H -9.303 -6.067 2.202
H -7.424 -2.347 0.677
H -5.258 -2.566 -0.467
H -3.242 -4.325 -1.010
H -1.298 -7.029 -5.845
H -0.862 -5.441 -5.175
H -0.554 -6.916 -4.235
H -6.870 -7.383 -4.432
H -6.146 -7.105 -6.029
H -5.740 -8.573 -5.118
H -5.762 -6.796 -0.556
H -7.874 -6.585 0.624
*
```

Results
F_max ... 3.0 eV/Å
Calculated total energy ... -1700.76215 hartree
HOMO-LUMO gap ... 5.39 eV
Highest occupied orbital energy ... -5.8 eV
LUMO level ... -0.0170 hartree